Density functional theory data (wB97M-V/def2-TZVPD) for a structure of composition C35H46N2OP2Si2Zn.

Geometry as XYZ:
```
89
Properties=species:S:1:pos:R:3:forces:R:3:lowdin_charge:R:1
Zn 0.539 1.147 0.226 0.3 0.1 -0.2 0.5814
C 3.909 1.904 -0.088 0.0 0.1 0.1 -0.1817
Si 3.590 0.064 -0.287 -0.1 0.0 0.0 0.3005
C 4.984 -0.839 0.589 0.1 0.0 0.0 -0.1765
C 3.684 -0.336 -2.110 0.0 0.0 -0.1 -0.1667
N 2.033 -0.201 0.382 -0.1 -0.3 0.0 -0.2955
P 0.883 -1.378 0.531 0.3 0.3 0.1 0.6743
C -0.619 -0.627 0.626 -0.3 -0.6 -0.4 -0.4424
P -1.571 0.041 -0.581 0.0 0.2 0.3 0.6480
N -0.740 1.249 -1.339 -0.2 -0.1 0.1 -0.2916
Si -1.120 2.655 -2.260 0.0 -0.1 0.1 0.3004
C -2.665 2.541 -3.307 -0.1 0.0 0.0 -0.1683
C -1.347 4.109 -1.098 0.0 0.1 0.1 -0.1742
C 0.339 3.000 -3.371 0.1 0.0 0.0 -0.1788
C -3.021 0.811 0.233 0.0 0.0 -0.1 -0.2781
C -2.908 1.247 1.551 0.0 0.0 0.0 -0.0912
C -3.935 1.962 2.148 0.0 0.0 0.0 -0.0848
C -5.098 2.237 1.439 0.0 0.0 0.0 -0.0916
C -5.231 1.785 0.134 0.0 0.0 0.0 -0.0812
C -4.196 1.079 -0.465 0.0 0.0 0.0 -0.0959
C -2.348 -1.080 -1.779 0.1 0.1 -0.1 -0.3271
C -3.208 -2.074 -1.314 0.0 0.0 0.0 -0.0891
C -3.732 -3.009 -2.191 0.0 0.0 0.0 -0.0764
C -3.397 -2.963 -3.541 0.0 0.0 0.0 -0.0858
C -2.539 -1.980 -4.010 0.0 0.0 0.0 -0.0789
C -2.017 -1.041 -3.128 0.1 0.0 0.0 -0.1017
C 1.177 -2.287 2.090 0.0 0.2 0.0 -0.2950
C 2.214 -1.936 2.942 0.1 0.0 0.1 -0.0995
C 2.404 -2.612 4.145 0.0 0.0 -0.1 -0.0846
C 1.555 -3.648 4.494 0.0 0.0 0.0 -0.0938
C 0.512 -4.005 3.643 0.0 0.0 0.0 -0.0833
C 0.322 -3.326 2.452 0.0 0.0 0.0 -0.0774
C 1.255 -2.710 -0.664 0.0 -0.2 0.1 -0.2664
C 2.491 -3.353 -0.552 0.0 0.0 0.0 -0.1017
C 2.831 -4.386 -1.407 0.0 0.0 0.0 -0.0804
C 1.932 -4.803 -2.385 0.0 0.0 0.0 -0.0861
C 0.696 -4.189 -2.488 0.0 0.0 0.0 -0.0720
C 0.359 -3.151 -1.625 0.0 0.0 -0.1 -0.0563
H 4.820 2.221 -0.600 0.0 0.0 0.0 0.0310
H 3.085 2.500 -0.499 0.0 0.0 0.0 0.0088
H 4.012 2.163 0.971 0.0 0.0 0.0 0.0251
H 5.918 -0.294 0.422 0.0 0.0 0.0 0.0299
H 4.834 -0.905 1.667 0.0 0.0 0.0 0.0140
H 5.131 -1.852 0.207 0.0 0.0 0.0 0.0197
H 4.609 0.051 -2.548 0.0 0.0 0.0 0.0310
H 3.650 -1.413 -2.290 0.0 0.0 0.0 0.0178
H 2.842 0.113 -2.645 0.0 0.0 0.0 0.0269
H -3.565 2.591 -2.692 0.0 0.0 0.0 0.0149
H -2.683 3.399 -3.987 0.0 0.0 0.0 0.0335
H -2.719 1.636 -3.914 0.0 0.0 0.0 0.0186
H -2.096 3.860 -0.339 0.0 0.0 0.0 0.0259
H -0.410 4.354 -0.589 0.0 0.0 -0.1 0.0127
H -1.683 5.010 -1.620 0.0 0.0 0.0 0.0340
H 0.474 2.189 -4.091 0.0 0.0 0.0 0.0275
H 0.229 3.934 -3.928 0.0 0.0 0.0 0.0300
H 1.258 3.069 -2.780 0.0 0.0 0.0 0.0168
H -2.011 0.988 2.101 0.0 0.0 0.0 0.0761
H -3.839 2.289 3.177 0.0 0.0 0.0 0.0990
H -5.904 2.787 1.908 0.0 0.0 0.0 0.0999
H -6.142 1.979 -0.419 0.0 0.0 0.0 0.1032
H -4.313 0.720 -1.481 0.0 0.0 0.0 0.1019
H -3.451 -2.117 -0.259 0.0 0.0 0.0 0.1159
H -4.396 -3.781 -1.824 0.0 0.0 0.0 0.1033
H -3.802 -3.699 -4.224 0.0 0.0 0.0 0.1013
H -2.268 -1.947 -5.058 0.0 0.0 0.0 0.1044
H -1.313 -0.297 -3.479 0.0 0.0 0.0 0.0955
H 2.871 -1.122 2.663 0.0 0.0 0.0 0.0746
H 3.216 -2.328 4.804 0.0 0.0 0.0 0.1000
H 1.699 -4.179 5.427 0.0 0.0 0.0 0.0990
H -0.156 -4.812 3.916 0.0 0.0 0.0 0.1010
H -0.503 -3.591 1.800 0.0 0.0 0.0 0.1090
H 3.190 -3.052 0.220 0.0 0.0 0.0 0.0933
H 3.794 -4.870 -1.311 0.0 0.0 0.0 0.1039
H 2.196 -5.613 -3.053 0.0 0.0 0.0 0.1007
H -0.017 -4.514 -3.236 0.0 0.0 0.0 0.1017
H -0.611 -2.687 -1.708 0.0 0.0 0.0 0.0709
C 0.194 2.322 4.120 0.0 0.0 0.0 -0.1393
C 0.122 3.784 3.656 0.0 0.0 0.0 -0.1344
C 0.349 3.709 2.140 -0.1 -0.1 0.0 -0.1444
O 0.672 2.329 1.858 0.2 0.2 0.2 -0.2544
C 1.090 1.682 3.082 0.0 0.1 -0.1 -0.1619
H -0.790 1.854 4.079 0.0 0.0 0.0 0.1103
H 0.584 2.217 5.131 0.0 0.0 0.0 0.1192
H 0.904 4.378 4.127 0.0 0.0 0.0 0.1116
H -0.836 4.243 3.894 0.0 0.0 0.0 0.1120
H 1.181 4.335 1.813 0.0 0.0 0.0 0.1269
H -0.535 3.953 1.555 0.0 0.0 0.1 0.0983
H 2.149 1.904 3.251 0.0 0.0 0.0 0.1336
H 0.955 0.612 2.949 0.0 0.0 0.0 0.0991
```
Positions in Å, forces in eV/Å.

E_LUMO = 0.01440 Ha
spin multiplicity = 1
calculated total energy = -124824.0434 eV

Density functional theory data (wB97M-V/def2-TZVPD) for a structure of composition C35H46NiSb2Si in a non-equilibrium geometry.

Geometry as XYZ:
```
85
Properties=species:S:1:pos:R:3:forces:R:3:lowdin_charge:R:1
Ni 0.386 2.341 0.407 -0.1 1.0 -0.3 0.2845
C 1.032 -1.281 -1.227 0.4 -2.2 0.5 -0.3444
C -0.337 -1.947 -0.761 1.3 1.3 0.1 -0.3475
C -1.503 -1.098 -1.219 -1.0 -2.0 0.4 -0.3925
Sb -3.505 -1.945 -0.694 0.0 1.4 -0.4 1.4412
C -3.252 -3.363 0.942 0.7 -0.6 -1.0 -0.3935
C -4.069 -4.492 0.826 -0.7 1.3 -2.4 -0.1775
C -4.181 -5.429 1.794 -1.1 -2.0 0.4 -0.1235
C -3.338 -5.342 2.855 1.8 0.3 1.6 -0.1028
C -2.361 -4.325 2.932 -0.8 0.6 0.9 -0.0796
C -2.367 -3.267 2.023 -0.3 -1.0 -0.7 -0.1284
C -3.746 -3.001 -2.602 -1.4 -1.1 2.2 -0.3923
C -2.718 -3.533 -3.333 0.0 -0.1 -2.0 -0.1307
C -3.047 -4.362 -4.439 1.1 -0.2 1.2 -0.0792
C -4.286 -4.960 -4.607 1.1 1.0 0.4 -0.0934
C -5.260 -4.567 -3.738 -2.0 0.8 1.5 -0.1040
C -5.052 -3.557 -2.779 1.7 -0.3 -1.4 -0.1476
Sb 1.708 0.505 -0.276 2.4 -2.8 1.2 1.5894
C 3.658 0.689 -1.138 -0.5 0.5 -1.3 -0.3388
C 4.826 0.934 -0.438 0.0 0.9 0.5 -0.1066
C 5.980 1.446 -1.046 -0.8 -0.7 0.0 -0.0792
C 6.007 1.681 -2.396 -2.4 -0.6 0.2 -0.0762
C 4.790 1.529 -3.085 -0.3 -0.3 -1.3 -0.0850
C 3.655 0.969 -2.517 0.7 0.0 0.6 -0.1558
C 2.677 -0.515 1.394 0.2 0.2 1.7 -0.3479
C 2.765 -1.890 1.647 -1.8 0.0 -0.6 -0.1159
C 3.145 -2.378 2.908 0.1 -1.8 -2.1 -0.1093
C 3.699 -1.566 3.858 0.0 -0.2 0.2 -0.1144
C 3.659 -0.193 3.663 0.3 0.0 -0.3 -0.0789
C 3.143 0.308 2.455 0.0 0.0 0.2 -0.1609
H 1.122 -1.074 -2.270 -0.8 0.3 -1.1 0.0274
H 1.845 -2.067 -1.176 -0.5 0.9 0.6 0.0709
H -0.347 -2.003 0.336 0.2 -0.1 -0.2 0.0708
H -0.375 -2.983 -1.119 -0.1 0.2 -0.1 0.1006
H -1.516 -1.117 -2.304 -0.2 0.7 -0.1 0.0416
H -1.539 -0.137 -0.741 0.3 0.7 -0.2 0.0117
H -4.635 -4.618 -0.126 0.2 0.1 0.9 0.0922
H -4.904 -6.285 1.739 0.8 1.0 -0.1 0.1275
H -3.360 -6.069 3.664 -0.1 0.0 -0.2 0.1030
H -1.734 -4.221 3.830 -0.1 -0.4 -0.6 0.1074
H -1.626 -2.487 2.060 0.0 0.3 0.3 0.0785
H -1.663 -3.241 -3.215 -0.6 -0.1 0.1 0.0937
H -2.203 -4.681 -5.008 0.3 -0.2 -0.7 0.0900
H -4.457 -5.683 -5.363 -0.1 -0.5 -0.6 0.0962
H -6.261 -5.023 -3.718 0.5 0.2 -0.4 0.1095
H -5.899 -3.179 -2.256 -0.4 0.2 0.6 0.0732
H 4.808 0.856 0.634 0.1 -0.2 0.3 0.0767
H 6.848 1.688 -0.485 0.6 -0.2 0.7 0.0954
H 6.920 1.858 -2.863 1.2 0.9 -0.9 0.0842
H 4.628 1.823 -4.130 0.8 -0.2 0.2 0.1055
H 2.801 0.695 -3.147 0.2 0.5 0.2 0.0973
H 2.314 -2.576 0.875 0.7 0.5 1.0 0.0968
H 3.084 -3.486 3.000 0.3 0.9 0.3 0.1123
H 4.181 -2.062 4.692 -0.2 0.4 0.4 0.1030
H 4.065 0.416 4.479 -0.3 0.2 -0.6 0.1068
H 3.100 1.388 2.337 -0.1 0.0 0.1 0.0851
C -1.958 1.159 3.594 0.5 0.1 -0.5 -0.0900
C -1.332 2.194 2.599 0.0 -1.2 0.4 -0.5096
C -1.198 3.489 3.378 -0.4 -0.1 0.7 -0.1182
C 0.088 1.748 2.172 -1.2 0.8 -0.1 -0.3116
H -2.790 1.605 4.111 -0.3 0.3 0.4 0.0551
H -1.182 0.865 4.312 -0.2 0.1 0.0 0.0822
H -2.371 0.248 3.157 0.3 0.0 -0.4 0.0586
H -2.020 2.266 1.702 0.5 0.3 0.9 0.1233
H -0.374 3.337 4.150 -1.4 0.3 -0.5 0.1049
H -2.205 3.760 3.797 1.1 0.0 0.0 0.0894
H -0.865 4.296 2.751 0.2 0.5 -0.4 0.0471
H 0.204 0.683 2.250 0.6 -0.3 0.7 0.0158
H 0.890 2.417 2.601 -0.4 -1.0 0.2 0.0631
C -1.110 5.519 -0.469 -0.3 0.1 -1.1 -0.1899
Si 0.468 4.746 -1.268 -1.4 -0.9 -1.4 0.4029
C 0.558 5.614 -2.977 0.5 -0.4 -0.4 -0.2039
C 1.954 5.079 -0.234 1.9 -1.0 -1.1 -0.2038
C 0.484 2.846 -1.455 -0.1 0.9 -1.7 -0.4338
H -1.726 4.848 0.169 0.7 0.6 0.0 0.0154
H -1.832 5.947 -1.238 1.0 -0.7 0.7 0.0410
H -0.677 6.403 0.023 -0.5 -0.3 0.5 0.0203
H 0.683 6.690 -2.796 0.2 -0.1 -0.3 0.0171
H -0.390 5.499 -3.538 0.3 -0.1 0.4 0.0244
H 1.362 5.234 -3.684 -0.7 0.5 1.0 0.0413
H 2.874 4.577 -0.702 -1.2 0.6 0.3 0.0676
H 1.928 4.627 0.747 -0.3 0.2 0.6 0.0096
H 2.187 6.122 -0.224 0.2 0.8 0.5 0.0174
H 1.431 2.638 -2.057 -1.1 0.1 0.6 -0.0109
H -0.385 2.418 -2.010 0.5 0.4 0.1 0.0086
```
Positions in Å, forces in eV/Å.

expectation value of S² = 2.0129
E_LUMO (alpha / beta) = 0.01924 / -0.00689 Ha
spin multiplicity = 3
calculated total energy = -99030.3985 eV